21
Properties=species:S:1:pos:R:3:nbo_charge:R:1 method="wB97M-V/def2-TZVPD" molar_mass_g_mol=148.24 e_above_lowest_ev=4.9417 e_homo_ha=-0.366 e_tot_ha=-709.0274 total_charge=0
H -4.18 -0.61 0.79 0.2167
Si 1.13 0.21 0.16 1.8210
H 1.91 -1.59 1.72 0.2406
C 2.22 1.59 0.87 -1.1202
N -2.15 -0.68 0.43 -0.2485
H 0.95 -0.65 -2.21 0.2408
H -3.72 -0.05 -0.83 0.2131
H 0.94 -2.28 0.43 0.2476
C -3.50 -0.78 -0.05 -0.4680
H 2.61 -1.82 0.13 0.2351
C 1.70 -1.54 0.65 -1.1199
H 1.60 0.98 -2.21 0.2439
C 0.87 0.32 -1.73 -1.1330
N -1.61 0.42 0.36 0.5720
H 1.65 2.21 1.57 0.2548
H 2.60 2.25 0.10 0.2417
H -3.64 -1.79 -0.41 0.2137
H -0.11 0.72 -1.97 0.2517
O -2.01 1.46 -0.11 -0.4522
H 3.07 1.19 1.41 0.2387
O -0.35 0.44 0.91 -0.6896